A cluster of 3 separate species, C25H48F4N3O6S2 in total in a non-equilibrium geometry, computed with ωB97M-V with the def2-TZVPD basis set.

Structure (ORCA input):
```
! RIJCOSX wB97M-V def2-TZVPD def2/J DEFGRID3
* xyz -1 3
C -1.76 -7.62 -3.37
C -0.67 -6.67 -4.22
C -1.42 -5.26 -4.59
C -0.48 -3.92 -4.44
C 0.39 -3.58 -5.82
S -1.37 -2.40 -3.78
O -1.84 -2.73 -2.34
O -0.25 -1.29 -3.62
N -2.57 -1.72 -4.83
S -4.13 -2.48 -4.67
O -4.72 -2.47 -3.23
O -4.25 -3.89 -5.29
C -5.34 -1.39 -5.69
F -5.52 -0.08 -5.03
F -6.66 -2.11 -5.61
C -4.96 -1.32 -7.28
F -6.02 -2.03 -8.08
F -3.65 -1.92 -7.65
H -2.46 -6.97 -2.67
H -2.44 -8.22 -4.14
H -1.20 -8.44 -2.71
H 0.30 -6.48 -3.60
H -0.46 -7.28 -5.22
H -1.85 -5.34 -5.68
H -2.35 -5.13 -3.84
H 0.35 -4.19 -3.63
H -0.22 -2.97 -6.60
H 1.31 -2.92 -5.44
H 0.90 -4.56 -6.27
H -5.06 -0.18 -7.60
C -2.84 -0.25 0.03
C -1.44 0.36 0.32
C -0.95 -0.02 1.75
C -1.63 0.77 2.86
C -1.50 2.27 2.61
C -2.03 2.69 1.21
N -1.47 1.85 0.09
O -0.15 2.27 -0.13
C -3.58 2.63 1.23
C -1.73 4.22 1.01
C -0.51 -0.41 -0.68
H -2.90 -0.67 -0.98
H -3.08 -1.06 0.73
H -3.66 0.46 0.07
H 0.13 0.15 1.83
H -1.10 -1.09 1.93
H -2.68 0.48 2.94
H -1.17 0.52 3.82
H -2.03 2.81 3.39
H -0.44 2.55 2.71
H -3.99 2.78 0.23
H -4.00 3.41 1.87
H -3.97 1.69 1.63
H -0.67 4.46 1.11
H -2.25 4.82 1.76
H -2.08 4.56 0.02
H -0.75 -0.16 -1.72
H -0.63 -1.49 -0.57
H 0.56 -0.20 -0.52
C 4.92 3.93 5.58
C 5.36 2.93 4.47
C 5.31 3.60 3.07
C 3.90 3.75 2.51
C 3.19 2.40 2.51
C 3.17 1.73 3.90
N 4.53 1.68 4.55
O 5.26 0.66 3.91
C 2.16 2.49 4.81
C 2.53 0.31 3.76
C 6.88 2.70 4.79
H 5.56 3.87 6.47
H 4.95 4.97 5.23
H 3.92 3.75 5.97
H 5.90 3.01 2.35
H 5.78 4.59 3.10
H 3.34 4.49 3.09
H 3.95 4.13 1.48
H 2.16 2.54 2.14
H 3.68 1.74 1.78
H 2.22 2.14 5.84
H 1.13 2.33 4.47
H 2.30 3.57 4.79
H 3.05 -0.32 3.04
H 1.49 0.38 3.41
H 2.51 -0.21 4.73
H 7.01 2.18 5.75
H 7.41 3.66 4.87
H 7.40 2.12 4.02
*
```

The expectation value of S² is 2.01. The calculation puts the HOMO energy (spin up / spin down) at -6.449 / -6.450 eV.